No. 1
{
  "formula": "C18H49F6KN4O23S5",
  "method": "ωB97M-V/def2-TZVPD",
  "lumo_energy_ha": -0.010,
  "multiplicity": 1,
  "homo_energy_ev": -10.10,
  "orbital_gap_ev": 9.84,
  "total_charge": 0,
  "species": ["K", "C", "F", "F", "F", "S", "O", "O", "N", "S", "O", "O", "C", "F", "F", "F", "C", "O", "H", "H", "H", "H", "C", "O", "H", "H", "H", "H", "C", "O", "H", "H", "H", "H", "C", "O", "H", "H", "H", "H", "O", "S", "O", "O", "C", "C", "C", "H", "H", "H", "H", "H", "H", "H", "H", "O", "S", "O", "O", "C", "C", "C", "H", "H", "H", "H", "H", "H", "H", "H", "O", "S", "O", "O", "C", "C", "C", "H", "H", "H", "H", "H", "H", "H", "H", "C", "N", "O", "O", "H", "H", "H", "C", "N", "O", "O", "H", "H", "H", "C", "N", "O", "O", "H", "H", "H"],
  "xyz": [[0.723, 3.089, -1.195], [1.773, -0.187, -2.196], [0.862, 0.404, -2.967], [2.226, -1.256, -2.829], [2.764, 0.624, -1.884], [0.917, -0.811, -0.616], [-0.267, -1.516, -0.965], [1.940, -1.551, 0.099], [0.572, 0.718, 0.192], [-0.743, 0.271, 0.972], [-1.900, 0.398, 0.124], [-0.729, -0.923, 1.794], [-0.845, 1.615, 2.255], [-1.924, 1.384, 2.982], [0.214, 1.507, 3.081], [-0.825, 2.823, 1.720], [-3.067, 3.375, -0.826], [-1.985, 3.524, -1.768], [-3.993, 3.402, -1.395], [-2.955, 2.512, -0.182], [-3.045, 4.266, -0.187], [-2.047, 4.319, -2.298], [1.833, 4.652, 2.731], [1.830, 4.479, 1.316], [1.639, 3.669, 3.172], [2.803, 4.976, 3.110], [1.028, 5.303, 3.059], [2.352, 3.687, 1.114], [3.691, 1.547, 1.651], [2.780, 1.917, 0.629], [3.366, 1.998, 2.592], [3.715, 0.462, 1.769], [4.682, 1.908, 1.380], [2.017, 1.309, 0.515], [2.079, -5.273, 0.541], [2.815, -4.099, 0.195], [1.083, -5.190, 0.977], [2.006, -5.797, -0.424], [2.774, -5.830, 1.178], [2.179, -3.364, 0.242], [3.485, 4.707, -4.910], [2.732, 3.496, -4.789], [2.052, 3.245, -3.539], [1.650, 3.419, -5.982], [0.716, 2.325, -5.954], [-0.594, 2.708, -6.638], [3.876, 2.147, -5.236], [0.409, 2.104, -4.933], [1.191, 1.500, -6.481], [-1.297, 3.292, -6.048], [-1.152, 1.828, -6.964], [-0.477, 3.230, -7.593], [3.546, 1.228, -4.754], [4.852, 2.350, -4.802], [3.861, 2.171, -6.320], [-0.425, -2.787, 4.211], [0.495, -2.618, 5.310], [0.298, -3.190, 6.607], [1.986, -3.170, 4.848], [2.382, -2.911, 3.503], [3.595, -3.790, 3.249], [0.882, -0.848, 5.601], [2.676, -1.860, 3.416], [1.620, -3.118, 2.752], [4.325, -3.751, 4.061], [4.151, -3.676, 2.320], [3.310, -4.845, 3.229], [1.429, -0.780, 6.531], [-0.122, -0.425, 5.650], [1.338, -0.484, 4.684], [-6.136, 0.665, 1.098], [-5.771, 0.372, -0.268], [-5.523, 1.418, -1.235], [-4.383, -0.466, -0.237], [-4.287, -1.591, 0.625], [-3.772, -2.770, -0.209], [-6.840, -0.871, -1.052], [-5.215, -1.970, 1.058], [-3.628, -1.398, 1.467], [-3.801, -3.659, 0.426], [-2.755, -2.736, -0.604], [-4.398, -2.896, -1.096], [-6.650, -1.845, -0.620], [-6.678, -0.784, -2.126], [-7.885, -0.560, -0.987], [-2.508, 0.035, -3.075], [-3.455, 0.375, -4.151], [-3.072, 1.023, -5.100], [-4.603, 0.043, -3.968], [-1.823, 0.846, -2.820], [-1.967, -0.873, -3.329], [-3.040, -0.087, -2.134], [5.413, -1.345, 0.027], [6.528, -1.240, -0.973], [7.480, -1.967, -0.853], [6.270, -0.641, -2.002], [5.908, -1.440, 0.989], [4.782, -2.169, -0.289], [4.887, -0.397, 0.024], [-3.534, -0.812, 4.376], [-4.632, -1.830, 4.427], [-4.644, -2.730, 3.624], [-5.540, -1.620, 5.203], [-3.864, 0.056, 4.931], [-3.296, -0.646, 3.333], [-2.693, -1.335, 4.831]],
  "forces_ev_per_angstrom": [[0.00, 0.38, 0.02], [-0.80, -1.03, 0.87], [0.20, 0.45, 0.01], [0.18, 0.09, -0.02], [-0.08, 0.22, -0.31], [1.49, 0.90, 1.10], [-0.14, -0.04, -0.85], [-0.42, 1.21, -0.55], [0.42, -3.60, -1.60], [-2.69, -0.13, 1.42], [0.20, 0.69, 0.28], [0.88, 0.83, -0.48], [1.06, -1.08, -0.02], [-0.38, 0.55, -0.16], [0.02, 0.15, -0.12], [-0.42, 0.38, -0.02], [-0.15, 1.98, -0.39], [1.14, -1.10, 0.23], [-0.20, -0.49, 0.34], [0.17, -0.36, -0.53], [-0.20, -0.15, 0.16], [-0.57, 0.16, 0.14], [0.05, -1.22, -0.05], [-0.13, 0.51, -0.14], [-0.06, 0.09, 0.30], [-0.03, 0.35, -0.08], [0.08, 0.28, -0.28], [-0.01, -0.10, 0.06], [-0.52, -0.17, 0.01], [0.61, 0.75, -0.49], [0.25, -0.07, 0.15], [0.07, 0.00, 0.08], [0.01, 0.01, 0.05], [0.33, 0.05, 0.83], [1.51, -0.88, -1.27], [-1.23, 0.89, 0.60], [0.18, 0.54, 0.15], [-0.40, -0.45, 0.48], [-0.58, -0.29, 0.12], [0.65, -0.09, -0.21], [-0.78, -0.33, -0.33], [0.86, -0.11, -0.41], [-0.02, -0.26, -0.18], [0.83, 0.70, 0.96], [-1.40, 0.04, -0.31], [-0.24, 0.13, -1.22], [-0.88, 0.50, 0.91], [0.65, -0.35, 0.11], [-0.07, -0.23, 0.26], [0.32, 0.05, 0.34], [0.19, -0.30, 0.49], [0.48, 0.21, 0.21], [-0.30, -0.13, -0.50], [-0.01, 0.43, -0.20], [0.25, -0.39, -0.01], [0.55, 0.22, 0.99], [1.85, 0.32, -0.12], [-0.31, -0.11, -0.56], [-1.88, 0.27, 0.46], [1.26, 0.13, -0.85], [0.51, -1.14, 0.42], [-1.34, -1.39, -1.06], [-0.15, 0.07, -0.02], [-0.32, 0.00, 0.36], [-0.13, 0.40, 0.10], [-0.42, 0.65, -0.14], [-0.31, 0.07, 0.08], [0.20, 0.10, -0.10], [0.13, 0.29, 0.30], [0.34, 0.17, 0.24], [-0.09, -0.23, -1.12], [0.91, -0.49, -0.37], [-0.39, -0.68, 1.03], [-1.36, 0.98, -0.17], [0.82, -1.73, -0.21], [0.18, -0.16, 0.06], [-0.36, 1.29, -0.16], [-0.36, 0.76, -0.10], [0.12, 0.32, -0.18], [-0.21, -0.08, -0.16], [0.10, 0.64, 0.32], [-0.25, -0.18, 0.19], [-0.09, -0.07, -0.07], [0.73, -0.35, 0.10], [0.05, -0.08, 0.71], [0.62, 0.03, 1.36], [-0.39, 0.59, 0.71], [0.46, 0.01, -0.38], [-0.31, -0.38, -0.24], [0.00, 0.10, -0.87], [-0.03, 0.03, -0.14], [-0.39, -0.42, -0.32], [0.87, 1.01, 0.40], [-1.31, -1.20, -1.38], [0.67, 0.09, 0.76], [0.05, 0.77, 0.16], [-0.26, -0.56, 0.07], [0.06, -0.13, 0.21], [-0.20, -0.06, -0.29], [0.22, -1.10, 0.17], [-1.16, 0.95, -0.40], [0.67, -0.45, -0.31], [0.15, 0.02, 0.55], [0.05, 0.04, -0.05], [-0.09, 0.17, 0.01], [0.16, 0.29, 0.04]]
}

=====

No. 2
{
  "formula": "C5H8N2",
  "method": "ωB97M-V/def2-TZVPD",
  "smiles": "C=N[C@@H](C)CC#N",
  "lumo_energy_ha": 0.036,
  "multiplicity": 1,
  "homo_energy_ev": -10.18,
  "orbital_gap_ev": 11.16,
  "total_charge": 0,
  "species": ["C", "C", "C", "N", "C", "C", "N", "H", "H", "H", "H", "H", "H", "H", "H"],
  "xyz": [[0.597, 0.372, 1.783], [-0.067, 0.045, 0.446], [0.207, 1.134, -0.624], [0.491, -1.164, -0.150], [-0.322, -1.945, -0.723], [-0.661, 0.961, -1.795], [-1.334, 0.707, -2.698], [1.682, 0.470, 1.680], [0.398, -0.428, 2.504], [0.196, 1.302, 2.204], [-1.155, -0.033, 0.604], [1.241, 0.996, -0.960], [0.072, 2.149, -0.248], [0.066, -2.744, -1.358], [-1.412, -1.822, -0.665]],
  "forces_ev_per_angstrom": [[0.01, -0.01, -0.03], [-0.04, 0.12, 0.10], [-0.03, 0.03, -0.04], [-0.29, -0.12, -0.17], [0.13, 0.11, -0.07], [-0.31, -0.48, -0.46], [0.41, 0.33, 0.62], [-0.15, -0.02, -0.06], [0.05, 0.09, -0.16], [0.06, -0.14, -0.15], [0.13, -0.05, -0.11], [-0.10, 0.22, 0.09], [0.07, -0.07, 0.15], [-0.07, -0.04, 0.38], [0.13, 0.03, -0.08]]
}

=====

No. 3
{
  "formula": "C5H12O2",
  "method": "ωB97M-V/def2-TZVPD",
  "smiles": "COC1(C)CC1.O",
  "lumo_energy_ha": 0.034,
  "multiplicity": 1,
  "homo_energy_ev": -9.75,
  "orbital_gap_ev": 10.67,
  "total_charge": 0,
  "species": ["C", "C", "C", "C", "C", "H", "H", "H", "H", "H", "H", "H", "H", "H", "H", "H", "H", "O", "O"],
  "xyz": [[0.969, -0.662, 1.080], [-0.739, 0.105, -0.213], [-0.916, 1.499, 0.308], [-1.881, -0.838, 0.068], [-1.559, -0.375, -1.332], [4.290, 0.128, -1.349], [2.878, -0.110, -0.845], [0.503, -1.643, 1.408], [2.064, -0.665, 1.270], [0.539, 0.077, 1.820], [-0.366, 2.224, -0.299], [-1.989, 1.828, 0.186], [-0.542, 1.605, 1.343], [-2.662, -0.350, 0.567], [-1.687, -1.808, 0.498], [-1.092, -1.134, -1.942], [-2.189, 0.371, -1.818], [3.775, 0.122, -0.530], [0.603, -0.375, -0.221]],
  "forces_ev_per_angstrom": [[-0.26, -0.76, 2.88], [0.38, -0.04, -0.02], [-0.45, 1.06, -0.40], [1.03, 0.01, 0.18], [-0.28, -0.13, -0.30], [0.00, 0.04, 0.31], [0.40, 0.22, 0.35], [0.77, 0.76, -0.33], [-0.66, -0.14, -0.63], [0.56, -0.56, -0.75], [0.23, -0.12, -0.02], [1.04, -0.52, 0.57], [-0.59, 0.03, -0.43], [-1.15, 0.52, 0.54], [0.14, -0.36, -0.66], [0.00, 0.18, -0.28], [-0.03, -0.51, 0.00], [-0.51, -0.23, -0.67], [-0.61, 0.54, -0.33]]
}

=====

No. 4
{
  "formula": "C23H31N5O3",
  "method": "ωB97M-V/def2-TZVPD",
  "smiles": "CCCCCNC(=O)Cn1c(=O)c2c(ncn2CC(C)C)n(Cc2ccccc2)c1=O",
  "lumo_energy_ha": 0.023,
  "multiplicity": 1,
  "homo_energy_ev": -8.70,
  "orbital_gap_ev": 9.32,
  "total_charge": 0,
  "species": ["C", "C", "C", "C", "H", "H", "C", "N", "C", "O", "C", "N", "C", "O", "N", "C", "C", "N", "C", "N", "H", "C", "H", "H", "C", "C", "H", "H", "H", "C", "H", "H", "H", "H", "C", "O", "C", "C", "C", "C", "C", "C", "C", "H", "H", "H", "H", "H", "H", "H", "H", "H", "H", "H", "H", "H", "H", "H", "H", "H", "H", "H"],
  "xyz": [[-2.941, -0.415, 3.005], [-1.782, -0.055, 2.084], [-1.762, 1.423, 1.696], [-2.989, 1.855, 0.895], [-3.858, 1.926, 1.549], [-3.204, 1.105, 0.128], [-2.774, 3.211, 0.215], [-1.765, 3.110, -0.814], [-0.499, 3.527, -0.630], [-0.140, 4.266, 0.260], [0.475, 2.955, -1.678], [0.667, 1.524, -1.450], [-0.260, 0.671, -2.027], [-1.174, 1.101, -2.712], [-0.112, -0.675, -1.813], [0.886, -1.119, -1.002], [1.806, -0.248, -0.438], [2.656, -1.042, 0.296], [2.217, -2.301, 0.130], [1.153, -2.393, -0.642], [2.682, -3.148, 0.593], [3.818, -0.591, 1.011], [4.083, -1.351, 1.751], [3.562, 0.342, 1.520], [5.005, -0.332, 0.068], [5.441, -1.618, -0.628], [4.624, -2.053, -1.201], [6.262, -1.415, -1.310], [5.779, -2.351, 0.103], [6.155, 0.273, 0.865], [7.001, 0.471, 0.212], [5.849, 1.211, 1.322], [6.479, -0.408, 1.650], [4.680, 0.394, -0.683], [1.772, 1.166, -0.657], [2.567, 1.987, -0.254], [-1.058, -1.613, -2.406], [-2.219, -1.868, -1.480], [-3.374, -1.103, -1.573], [-4.430, -1.328, -0.706], [-4.338, -2.316, 0.259], [-3.184, -3.075, 0.361], [-2.126, -2.851, -0.502], [-1.218, -3.430, -0.422], [-3.107, -3.843, 1.117], [-5.163, -2.494, 0.932], [-5.327, -0.731, -0.786], [-3.440, -0.332, -2.326], [-0.508, -2.536, -2.594], [-1.405, -1.172, -3.343], [0.086, 3.104, -2.686], [1.445, 3.439, -1.552], [-1.951, 2.471, -1.578], [-2.425, 3.951, 0.938], [-3.707, 3.560, -0.236], [-1.684, 2.037, 2.596], [-0.864, 1.609, 1.102], [-0.841, -0.295, 2.586], [-1.837, -0.666, 1.180], [-2.866, -1.454, 3.316], [-3.892, -0.282, 2.497], [-2.930, 0.213, 3.894]],
  "forces_ev_per_angstrom": [[0.22, -0.04, -0.17], [-0.04, 0.20, 0.13], [-0.11, -0.26, -0.15], [0.28, 0.28, 0.07], [-0.12, -0.06, -0.01], [-0.09, -0.03, 0.00], [-0.20, -0.06, 0.22], [-0.42, -0.16, -0.13], [0.20, -0.06, -0.59], [0.23, 0.17, 0.32], [0.06, 0.44, 0.09], [0.02, 0.17, -0.08], [0.01, -0.22, -0.04], [-0.24, 0.05, -0.27], [-0.03, 0.06, -0.19], [1.17, 0.49, 0.74], [-0.64, -0.34, -0.41], [-0.41, -0.23, -0.09], [0.04, 0.17, 0.06], [-0.49, -0.18, -0.37], [0.22, -0.11, 0.17], [0.69, 0.43, 0.03], [-0.04, 0.04, -0.01], [0.00, -0.17, 0.04], [0.04, -0.18, 0.16], [-0.15, 0.26, 0.00], [-0.02, -0.09, -0.09], [0.09, -0.03, -0.08], [0.07, -0.13, 0.09], [-0.27, 0.00, -0.17], [0.12, 0.03, -0.02], [0.03, 0.13, 0.10], [0.08, -0.08, 0.12], [-0.04, -0.02, 0.06], [0.18, -0.34, 0.07], [0.09, 0.08, 0.12], [-0.24, -0.06, -0.09], [0.00, -0.03, -0.07], [0.02, -0.04, -0.05], [-0.07, 0.02, 0.01], [-0.05, 0.00, 0.05], [0.00, -0.05, 0.05], [-0.03, -0.05, -0.04], [0.07, -0.07, 0.00], [0.00, -0.07, 0.07], [-0.07, -0.01, 0.06], [-0.08, 0.05, -0.01], [0.00, 0.07, -0.09], [-0.06, 0.10, -0.06], [0.12, -0.14, 0.11], [0.07, -0.05, 0.11], [-0.25, -0.06, -0.02], [0.18, 0.09, 0.05], [-0.12, -0.01, -0.08], [0.07, 0.06, 0.09], [0.08, 0.08, 0.03], [0.04, 0.07, 0.03], [0.05, -0.07, -0.05], [0.06, -0.03, -0.05], [-0.09, -0.11, 0.08], [-0.16, 0.00, 0.00], [-0.05, 0.07, 0.15]]
}

=====

No. 5
{
  "formula": "C4H10O2",
  "method": "ωB97M-V/def2-TZVPD",
  "smiles": "CO[C@@H](C)CO",
  "lumo_energy_ha": 0.038,
  "multiplicity": 1,
  "homo_energy_ev": -10.00,
  "orbital_gap_ev": 11.04,
  "total_charge": 0,
  "species": ["C", "O", "C", "C", "C", "O", "H", "H", "H", "H", "H", "H", "H", "H", "H", "H"],
  "xyz": [[0.331, -1.784, -0.964], [0.570, -0.731, -0.037], [-0.313, 0.484, -0.068], [-1.402, 0.098, 0.916], [0.622, 1.626, 0.368], [1.849, 1.438, -0.281], [-0.720, -1.839, -1.272], [0.969, -1.650, -1.844], [0.585, -2.766, -0.527], [-0.652, 0.647, -1.098], [-0.904, -0.850, 1.134], [-2.401, -0.071, 0.502], [-1.442, 0.685, 1.843], [0.247, 2.626, 0.103], [0.726, 1.620, 1.468], [1.935, 0.468, -0.243]],
  "forces_ev_per_angstrom": [[-0.08, 0.08, -0.23], [0.23, 0.59, -0.41], [0.49, -0.58, -0.12], [0.13, -0.38, 0.12], [-0.28, -0.07, 0.09], [0.33, -0.01, 0.07], [0.12, 0.14, 0.03], [-0.20, 0.00, -0.07], [-0.01, 0.59, 0.17], [0.08, -0.11, 0.13], [-1.26, -0.21, 1.01], [0.26, 0.19, 0.06], [-0.04, 0.10, -0.40], [-0.18, -0.43, -0.06], [0.05, -0.16, -0.20], [0.35, 0.26, -0.18]]
}

=====

No. 6
{
  "formula": "C3H8N2OS",
  "method": "ωB97M-V/def2-TZVPD",
  "lumo_energy_ha": [-0.010, -0.018],
  "multiplicity": 1,
  "homo_energy_ev": [-8.58, -7.66],
  "orbital_gap_ev": [8.30, 7.18],
  "total_charge": 0,
  "species": ["C", "C", "C", "N", "N", "O", "S", "H", "H", "H", "H", "H", "H", "H", "H"],
  "xyz": [[-0.355, -0.982, 0.526], [0.922, -0.508, -0.453], [1.472, 1.675, 0.188], [-1.596, -0.877, -0.108], [1.129, 0.727, -0.802], [-3.751, 0.079, -0.921], [-2.605, 0.487, -0.177], [-0.247, -2.093, 0.872], [-0.441, -0.217, 1.480], [1.724, -0.976, 0.117], [0.736, -1.112, -1.346], [0.847, 1.437, 1.118], [2.450, 1.259, 0.411], [1.577, 2.710, -0.229], [-1.862, -1.608, -0.675]],
  "forces_ev_per_angstrom": [[0.73, 1.58, 2.39], [-1.89, -5.29, 1.50], [-0.19, -1.08, 0.67], [-0.72, 1.91, 0.80], [-0.64, 4.47, -2.17], [-2.46, -0.78, -1.59], [3.14, 0.19, 1.59], [0.33, 2.20, -0.50], [0.65, -2.13, -2.00], [0.71, -0.05, 0.22], [0.18, -0.30, -0.01], [0.72, 1.33, -0.89], [0.89, 0.64, 0.79], [-0.51, -0.94, 0.82], [-0.93, -1.74, -1.63]]
}